Record 1
{
  "formula": "H5N3OP",
  "method": "ωB97M-V/def2-TZVPD",
  "molar_mass_g_mol": 94.03,
  "lumo_energy_ev": 5.075,
  "homo_lumo_gap_ev": 7.5,
  "e_above_lowest_kcal_mol": 13.1,
  "charge": -1,
  "fmax_ha_per_bohr": 0.03555,
  "symbols": ["N", "N", "N", "O", "P", "H", "H", "H", "H", "H"],
  "positions_angstrom": [[-0.869, -1.282, -0.487], [-1.432, 1.151, -0.283], [1.410, 0.620, 0.514], [1.907, -0.545, -0.163], [-0.982, -0.212, 0.680], [1.091, -0.953, -0.534], [-0.819, -2.231, -0.133], [-1.011, 0.977, -1.195], [-0.995, 1.980, 0.105], [1.700, 0.496, 1.498]],
  "forces_ev_per_a": [[0.24, -0.46, -0.12], [-0.12, -0.09, 0.30], [-1.74, -0.11, 0.56], [0.27, -0.29, -0.17], [1.23, 1.13, -0.36], [0.10, 0.01, 0.06], [-0.01, -0.03, 0.12], [-0.07, 0.12, 0.04], [0.07, 0.03, -0.07], [0.03, -0.30, -0.34]],
  "lowdin_charge": [-0.410, -0.312, -0.275, -0.354, 0.571, -0.036, -0.089, -0.008, -0.026, -0.060]
}

=====

Record 2
{
  "formula": "C31H28BF7O2S",
  "method": "ωB97M-V/def2-TZVPD",
  "molar_mass_g_mol": 608.43,
  "lumo_energy_ev": -0.141,
  "homo_lumo_gap_ev": 8.1,
  "e_above_lowest_kcal_mol": 9.5,
  "fmax_ha_per_bohr": 0.08331,
  "symbols": ["C", "C", "C", "O", "B", "C", "C", "C", "C", "F", "C", "C", "F", "C", "C", "C", "C", "F", "C", "C", "F", "C", "O", "C", "C", "C", "H", "H", "H", "H", "H", "H", "H", "H", "H", "H", "H", "H", "H", "H", "H", "H", "H", "H", "H", "C", "C", "C", "C", "C", "C", "C", "C", "C", "C", "F", "F", "F", "C", "C", "S", "H", "H", "H", "H", "H", "H", "H", "H", "H"],
  "positions_angstrom": [[2.424, -4.306, -1.650], [1.179, -3.855, -0.899], [0.921, -4.801, 0.255], [1.499, -2.559, -0.314], [0.795, -1.664, -1.052], [-0.019, -0.190, -0.241], [0.813, 0.019, 0.973], [0.820, -0.955, 1.989], [1.613, -0.782, 3.114], [1.601, -1.760, 4.084], [2.434, 0.329, 3.300], [2.387, 1.292, 2.299], [3.128, 2.443, 2.455], [1.607, 1.163, 1.150], [0.225, 0.742, -1.388], [-0.774, 1.540, -1.952], [-0.428, 2.491, -2.908], [-1.408, 3.356, -3.347], [0.856, 2.634, -3.418], [1.816, 1.768, -2.897], [3.105, 1.851, -3.369], [1.525, 0.813, -1.923], [0.088, -2.126, -2.130], [-0.049, -3.543, -1.860], [-0.051, -4.239, -3.201], [-1.412, -3.753, -1.196], [2.309, -5.342, -1.992], [2.633, -3.662, -2.515], [3.286, -4.265, -0.973], [0.728, -5.816, -0.115], [1.810, -4.836, 0.899], [0.068, -4.480, 0.868], [-1.068, -0.458, -0.062], [0.188, -1.838, 1.890], [3.062, 0.446, 4.178], [1.618, 1.958, 0.404], [-1.808, 1.424, -1.612], [1.101, 3.371, -4.176], [2.311, 0.154, -1.547], [-0.140, -5.323, -3.062], [-0.917, -3.905, -3.785], [0.854, -4.023, -3.779], [-1.606, -4.824, -1.047], [-1.499, -3.237, -0.226], [-2.200, -3.360, -1.854], [-4.291, -1.435, 0.265], [-3.459, -0.403, 0.924], [-2.791, -0.512, 2.135], [-2.012, 0.635, 2.438], [-2.047, 1.607, 1.444], [-1.345, 2.873, 1.450], [-0.491, 3.210, 2.523], [0.332, 4.322, 2.445], [0.300, 5.107, 1.300], [1.195, 6.312, 1.223], [1.537, 6.616, -0.064], [0.585, 7.424, 1.750], [2.360, 6.131, 1.915], [-0.575, 4.839, 0.251], [-1.432, 3.757, 0.358], [-3.275, 1.184, 0.264], [-4.469, -2.261, 0.962], [-5.257, -1.017, -0.048], [-3.785, -1.833, -0.628], [-2.868, -1.399, 2.760], [-1.425, 0.738, 3.344], [-0.460, 2.582, 3.415], [1.000, 4.573, 3.264], [-0.590, 5.479, -0.627], [-2.168, 3.585, -0.428]],
  "forces_ev_per_a": [[0.13, -0.11, -0.21], [0.51, -0.22, -0.44], [-0.30, -0.18, 0.20], [-0.40, 0.18, -0.63], [-3.19, 1.82, 2.20], [2.55, -2.59, -2.26], [0.35, 0.61, 1.09], [-0.05, 0.10, 0.19], [-0.11, -0.32, -0.03], [0.02, 0.79, -0.74], [-0.16, 0.12, -0.13], [0.09, 0.27, -0.13], [-0.58, -1.00, -0.10], [0.12, -0.06, 0.19], [-0.06, 0.79, -0.39], [-0.02, 0.12, 0.06], [-0.35, 0.15, -0.14], [0.79, -0.78, 0.25], [-0.01, -0.13, 0.25], [0.35, -0.37, 0.02], [-1.12, -0.05, 0.34], [-0.01, 0.71, -0.30], [0.60, -0.14, 0.43], [-0.05, -0.17, -0.05], [0.18, -0.45, -0.21], [-0.15, 0.03, 0.16], [0.05, 0.22, -0.04], [-0.04, -0.16, 0.24], [-0.23, 0.01, -0.13], [0.00, 0.20, 0.08], [-0.21, 0.03, -0.19], [0.23, -0.09, -0.15], [0.42, 0.01, -0.03], [0.26, 0.19, 0.13], [-0.13, -0.04, -0.15], [0.02, -0.15, 0.29], [0.63, 0.29, -0.30], [-0.05, -0.11, 0.17], [-0.02, 0.30, -0.10], [0.06, 0.11, -0.10], [0.19, -0.02, 0.17], [-0.21, -0.06, 0.16], [0.06, 0.25, 0.04], [0.11, -0.14, -0.25], [0.28, -0.07, 0.13], [-0.34, -0.21, -0.34], [0.34, 0.45, 1.36], [-0.35, 0.14, -0.98], [0.02, 0.49, -0.82], [-1.36, -0.87, 1.30], [0.45, 0.92, -0.02], [-0.16, -0.14, -0.29], [-0.28, -0.15, 0.04], [0.31, 0.31, -0.18], [0.43, 0.46, -0.03], [-0.23, -0.10, 0.94], [0.59, -0.75, -0.43], [-0.89, 0.27, -0.51], [-0.06, 0.11, 0.34], [0.00, -0.34, 0.08], [0.67, -0.44, 0.45], [-0.01, 0.12, -0.18], [0.16, -0.22, 0.03], [-0.21, 0.08, 0.23], [0.12, 0.18, -0.15], [0.02, -0.11, -0.22], [0.07, 0.16, -0.33], [-0.11, -0.06, -0.18], [-0.04, -0.11, 0.18], [0.31, -0.08, 0.11]],
  "lowdin_charge": [-0.011, -0.439, -0.005, 0.146, -0.500, -0.050, -0.196, 0.023, -0.231, 0.034, 0.059, -0.235, 0.039, 0.040, -0.208, 0.020, -0.231, 0.035, 0.065, -0.216, 0.044, 0.022, 0.149, -0.449, -0.010, -0.008, 0.097, 0.099, 0.101, 0.100, 0.103, 0.087, 0.112, 0.132, 0.130, 0.134, 0.054, 0.132, 0.143, 0.100, 0.099, 0.090, 0.099, 0.091, 0.094, -0.101, -0.585, -0.120, -0.111, -0.448, -0.220, -0.011, -0.006, -0.129, -0.520, 0.115, 0.115, 0.116, 0.006, -0.032, 1.107, 0.087, 0.081, 0.069, 0.117, 0.112, 0.116, 0.129, 0.129, 0.099]
}

=====

Record 3
{
  "formula": "C18H25ClN3",
  "method": "ωB97M-V/def2-TZVPD",
  "molar_mass_g_mol": 318.87,
  "lumo_energy_ev": -2.357,
  "homo_lumo_gap_ev": 8.6,
  "e_above_lowest_kcal_mol": 1.9,
  "charge": 1,
  "fmax_ha_per_bohr": 0.02013,
  "symbols": ["C", "C", "N", "C", "C", "C", "C", "N", "C", "C", "C", "C", "C", "Cl", "C", "C", "C", "C", "C", "C", "C", "N", "H", "H", "H", "H", "H", "H", "H", "H", "H", "H", "H", "H", "H", "H", "H", "H", "H", "H", "H", "H", "H", "H", "H", "H", "H"],
  "positions_angstrom": [[-4.127, -0.688, 1.897], [-2.758, -0.613, 1.240], [-2.593, -1.440, -0.001], [-3.807, -1.374, -0.837], [-2.332, -2.845, 0.356], [-1.469, -0.903, -0.819], [-0.096, -0.786, -0.118], [0.656, 0.282, -0.723], [1.777, -0.039, -1.572], [3.104, -0.170, -0.851], [4.218, -0.593, -1.567], [5.449, -0.720, -0.953], [5.572, -0.423, 0.398], [7.104, -0.581, 1.175], [4.471, 0.001, 1.124], [3.243, 0.125, 0.497], [0.356, 1.569, -0.345], [1.182, 2.660, -0.646], [0.788, 3.915, -0.233], [-0.403, 4.065, 0.470], [-1.143, 2.931, 0.727], [-0.791, 1.712, 0.331], [-4.903, -0.214, 1.304], [-4.067, -0.151, 2.840], [-4.423, -1.709, 2.126], [-2.016, -0.955, 1.961], [-2.516, 0.421, 0.978], [-4.066, -0.335, -1.032], [-3.633, -1.874, -1.788], [-4.641, -1.863, -0.340], [-1.400, -2.926, 0.910], [-2.260, -3.454, -0.544], [-3.140, -3.233, 0.972], [-1.370, -1.525, -1.710], [-1.744, 0.107, -1.126], [-0.233, -0.547, 0.939], [0.477, -1.710, -0.205], [1.862, 0.727, -2.350], [1.556, -0.982, -2.084], [4.122, -0.821, -2.618], [6.310, -1.046, -1.514], [4.574, 0.235, 2.172], [2.394, 0.463, 1.071], [2.118, 2.525, -1.159], [1.408, 4.772, -0.445], [-0.736, 5.031, 0.811], [-2.075, 2.982, 1.277]],
  "forces_ev_per_a": [[0.10, -0.13, -0.15], [-0.33, 0.56, 0.81], [0.02, -0.07, -0.07], [-0.70, 0.02, -0.47], [0.14, -0.79, 0.22], [0.82, 0.43, -0.44], [-0.30, 0.01, 0.17], [-0.04, -0.26, -0.16], [0.21, 0.06, -0.05], [0.00, -0.03, 0.00], [-0.09, 0.06, 0.12], [0.07, 0.00, 0.05], [-0.23, 0.04, -0.05], [0.12, -0.01, 0.06], [0.20, -0.05, 0.01], [-0.06, -0.04, -0.15], [-0.21, 0.31, 0.07], [0.00, 0.00, -0.03], [-0.14, -0.16, 0.04], [-0.02, 0.00, 0.01], [0.02, 0.29, 0.04], [0.31, -0.14, -0.07], [-0.08, 0.02, -0.04], [0.04, 0.03, 0.05], [-0.09, -0.09, 0.05], [0.07, 0.02, -0.20], [0.08, -0.28, -0.08], [0.09, 0.02, 0.07], [0.16, -0.01, 0.08], [0.09, 0.01, 0.08], [0.00, 0.13, 0.00], [-0.03, 0.12, -0.07], [-0.02, 0.11, -0.02], [-0.17, -0.06, 0.06], [-0.14, -0.22, 0.07], [0.02, -0.18, -0.03], [-0.03, 0.04, 0.04], [-0.05, -0.10, 0.00], [0.00, 0.12, -0.01], [0.02, -0.05, -0.15], [0.11, -0.04, -0.03], [0.05, 0.02, 0.11], [-0.09, 0.03, 0.06], [0.13, -0.03, -0.06], [0.07, 0.06, -0.03], [-0.05, 0.09, 0.05], [-0.06, 0.13, 0.06]],
  "lowdin_charge": [-0.054, -0.171, -0.334, 0.002, 0.018, -0.101, -0.135, -0.104, -0.118, -0.208, -0.035, -0.092, -0.672, 0.695, -0.091, -0.033, -0.292, 0.004, -0.047, -0.064, -0.133, 0.087, 0.082, 0.096, 0.082, 0.131, 0.108, 0.125, 0.117, 0.111, 0.114, 0.121, 0.113, 0.142, 0.131, 0.116, 0.135, 0.133, 0.134, 0.120, 0.110, 0.109, 0.113, 0.110, 0.116, 0.105, 0.108]
}

=====

Record 4
{
  "formula": "C6H18B2N3P",
  "method": "ωB97M-V/def2-TZVPD",
  "molar_mass_g_mol": 184.83,
  "lumo_energy_ev": 0.696,
  "homo_lumo_gap_ev": 8.4,
  "e_above_lowest_kcal_mol": 37.2,
  "fmax_ha_per_bohr": 0.07088,
  "symbols": ["B", "B", "N", "N", "N", "P", "C", "C", "C", "C", "C", "C", "H", "H", "H", "H", "H", "H", "H", "H", "H", "H", "H", "H", "H", "H", "H", "H", "H", "H"],
  "positions_angstrom": [[0.038, -0.863, -0.571], [1.586, 0.545, -0.013], [-0.705, 0.328, -0.191], [1.499, -0.732, -0.704], [0.344, 1.089, 0.520], [-2.277, 0.965, 0.133], [-0.583, -2.329, -0.410], [2.877, 0.744, 0.891], [2.386, -1.870, -0.580], [0.157, 1.310, 1.946], [-3.276, -0.184, -0.907], [-1.861, 2.430, -0.923], [-0.344, -2.831, 0.579], [-1.653, -2.438, -0.516], [-0.115, -2.922, -1.244], [3.753, 0.477, 0.380], [2.778, 0.257, 1.834], [3.093, 1.799, 1.225], [2.174, -2.487, 0.336], [3.399, -1.587, -0.561], [2.286, -2.465, -1.498], [0.947, 0.917, 2.577], [-0.771, 0.776, 2.263], [0.055, 2.381, 2.268], [-3.610, -1.060, -0.338], [-2.755, -0.711, -1.789], [-4.090, 0.351, -1.349], [-0.815, 2.351, -1.138], [-2.475, 2.337, -1.773], [-2.038, 3.420, -0.448]],
  "forces_ev_per_a": [[-1.04, -1.75, 0.75], [1.36, -1.06, 3.21], [1.96, -1.22, 1.43], [-2.90, 2.02, 0.38], [0.53, 0.23, -2.02], [0.50, -0.18, -0.19], [0.79, -0.75, -0.90], [-0.38, 3.13, -0.37], [-1.09, -0.69, -0.29], [-1.10, 0.42, 0.77], [1.44, -1.42, -1.44], [-0.78, 0.90, 1.30], [0.12, 0.74, -1.09], [-0.30, 0.21, -0.08], [-0.45, -0.05, 0.90], [1.36, -0.80, -0.48], [-0.05, -1.01, 0.57], [-0.45, -0.65, -0.47], [0.10, 0.48, -0.91], [1.27, 0.61, 0.23], [-0.08, -0.28, 0.44], [0.34, -0.25, -0.24], [0.63, 0.50, -0.22], [-0.09, -0.74, -0.66], [-0.28, 0.58, 0.27], [-0.25, 1.21, 1.09], [-0.80, 0.28, 0.00], [0.34, 0.05, -0.36], [-0.56, 0.22, -1.46], [-0.11, -0.72, -0.18]],
  "lowdin_charge": [-0.528, -0.469, -0.185, 0.091, -0.069, 0.902, -0.014, -0.013, -0.072, -0.093, -0.305, -0.253, 0.087, 0.020, 0.067, 0.029, 0.050, 0.082, 0.115, 0.060, 0.092, 0.065, 0.063, 0.097, 0.026, 0.070, 0.013, 0.019, 0.006, 0.044]
}